Density functional theory data (wB97M-V/def2-TZVPD) for C23H51NO3P2Ti as an isolated structure at a distorted geometry.

Geometry as XYZ:
```
81
Properties=species:S:1:pos:R:3:forces:R:3:mulliken_charge:R:1
Ti -0.15711 0.11053 -0.05360 3.059 2.510 4.504 -1.468
C -2.07727 0.01222 0.51310 -10.529 -0.803 3.242 0.636
O -3.19820 -0.04387 0.89619 7.358 0.458 -2.368 -0.144
C 1.21660 -0.41435 -1.38983 7.571 -3.237 -7.246 0.634
O 2.07572 -0.72980 -2.14080 -5.390 1.991 4.815 -0.132
P -0.23911 -2.39678 0.30982 -0.795 -3.020 -0.545 1.464
C -1.18494 -3.37765 -0.95352 -0.144 0.377 -0.247 0.281
H -1.04893 -4.43737 -0.68400 0.148 0.472 0.091 0.643
C 1.42668 -3.23637 0.27777 1.034 0.806 -0.229 0.793
H 1.85150 -2.83831 -0.65879 0.000 -0.231 0.175 0.342
C -1.12879 -2.85546 1.88511 -0.579 1.000 0.749 0.498
H -2.12819 -2.41208 1.72602 0.248 -0.196 0.010 0.532
C -1.35504 3.62233 0.10038 -0.324 -0.106 1.141 0.665
P -0.53649 2.38099 -0.99674 -1.117 1.740 -1.770 0.625
H -1.48045 2.84797 -3.16497 -0.108 -0.229 0.195 0.829
H -2.34417 3.17461 0.30745 0.294 0.129 -0.124 0.571
C 0.81957 3.29153 -1.88638 1.199 -0.141 -0.001 0.499
H 0.34620 4.24822 -2.16487 -0.169 -0.373 0.203 0.727
C 2.32873 -2.78897 1.42710 0.364 -0.049 0.085 -2.007
H 3.36349 -3.07630 1.19560 -0.253 0.005 0.085 0.525
H 2.06003 -3.27287 2.37258 0.107 0.093 -0.261 0.390
H 2.32274 -1.70448 1.57077 -0.006 0.040 0.076 0.461
C 1.40802 -4.75973 0.17256 -0.427 -0.367 -0.023 -1.507
H 1.06857 -5.23094 1.09805 0.089 0.081 -0.211 0.307
H 2.43561 -5.10329 -0.00271 -0.121 0.215 0.008 0.475
H 0.80030 -5.13147 -0.65569 0.213 -0.007 0.120 0.371
C -1.31147 -4.35751 2.11000 0.221 -0.408 -0.271 -1.667
H -1.70065 -4.88664 1.23401 0.069 0.052 0.271 0.366
H -2.03926 -4.49197 2.92261 0.103 0.178 -0.181 0.479
H -0.38329 -4.83866 2.43705 -0.236 0.144 -0.064 0.403
C -0.53006 -2.18930 3.12440 0.035 -0.052 0.263 -1.138
H -1.17715 -2.40598 3.98650 0.231 0.063 -0.206 0.550
H -0.47780 -1.09988 3.02388 -0.033 0.041 0.042 -0.003
H 0.47486 -2.56517 3.34877 -0.354 0.110 0.040 0.206
C -2.67514 -3.06046 -0.86409 -0.273 0.021 0.513 -1.323
H -3.14231 -3.39443 0.07246 0.199 -0.256 -0.328 0.287
H -3.19572 -3.53491 -1.70468 -0.011 0.199 0.219 0.402
H -2.85542 -1.98243 -0.90116 -0.030 -0.417 -0.058 -0.057
C -0.59467 -3.16441 -2.35276 0.108 -0.225 -0.096 -1.423
H -0.72251 -2.13880 -2.71922 -0.058 -0.048 0.024 0.119
H -1.10148 -3.83184 -3.06479 0.168 0.227 0.146 0.518
H 0.47711 -3.39741 -2.39018 -0.219 -0.061 -0.054 0.340
C -1.56610 4.97192 -0.60001 0.213 0.044 -0.388 -1.708
H -2.05967 4.87204 -1.57536 0.153 0.124 0.225 0.406
H -0.61689 5.50953 -0.73403 -0.298 -0.089 0.081 0.436
H -2.21293 5.59391 0.03594 0.154 -0.234 -0.110 0.463
C -0.63385 3.78775 1.44402 0.064 0.109 0.085 -1.114
H 0.40029 4.13580 1.31828 -0.367 -0.014 0.129 0.236
C -1.39677 0.69479 -2.88880 0.386 0.726 -0.321 -0.278
H -0.61792 2.84638 2.00787 -0.049 0.116 0.038 0.118
H -1.17641 4.53127 2.04636 0.221 -0.241 -0.133 0.517
C -3.18069 2.24071 -1.96727 -0.097 -0.102 -0.115 -1.494
H -1.50618 -0.00277 -2.01951 -0.042 -0.236 0.039 -0.865
H -2.10749 0.39337 -3.66692 0.195 -0.228 0.333 1.085
H -0.39041 0.56719 -3.29714 -0.030 0.201 -0.003 0.076
C -1.71891 2.10401 -2.38882 0.176 -0.140 0.083 -0.055
H -3.82453 1.85675 -2.76580 0.049 0.124 0.106 0.505
H -3.45267 3.28332 -1.78731 -0.056 -0.235 -0.007 0.382
H -3.40347 1.66319 -1.06114 -0.082 0.098 -0.166 0.187
C 1.28662 2.59490 -3.16768 -0.211 -0.016 -0.024 -1.454
H 1.67714 1.59036 -2.96613 0.089 0.277 -0.154 0.238
H 2.09743 3.19041 -3.60527 -0.156 -0.146 0.080 0.526
H 0.49467 2.52442 -3.91859 0.226 0.003 0.049 0.394
C 2.00711 3.57101 -0.96244 0.129 0.233 0.108 -1.521
H 2.43616 2.64084 -0.56345 -0.041 0.133 -0.122 0.221
H 1.74798 4.22654 -0.12303 0.122 -0.148 -0.238 0.262
H 2.79235 4.07537 -1.54297 -0.179 -0.111 0.194 0.537
H -3.28346 -0.98302 -2.47708 0.356 -0.455 -0.451 0.513
H -2.60942 -1.29943 -2.61001 -1.318 0.144 -0.195 -0.354
C 3.68638 1.14480 1.53830 0.700 -0.235 -0.063 -0.968
N 2.76845 1.12841 2.67781 -2.934 -0.272 -1.127 0.279
C 3.28363 1.44239 3.99456 0.404 0.272 1.241 -0.929
C 1.46614 0.91852 2.56079 3.502 0.823 2.046 -0.294
O 0.93797 0.61020 1.44654 -2.705 -1.154 -3.717 -0.273
H 3.98275 2.17227 1.30122 -0.182 -0.040 0.177 0.440
H 3.27317 0.67223 0.64299 -0.027 0.042 0.364 0.196
H 4.59894 0.61995 1.84712 -0.226 0.013 -0.157 0.506
H 2.75403 2.30873 4.41666 0.263 -0.212 -0.147 0.386
H 3.14937 0.58063 4.66382 0.166 0.239 -0.199 0.384
H 4.34436 1.66835 3.89561 -0.113 0.027 0.170 0.388
H 0.88274 1.01446 3.48746 -0.093 -0.166 -0.445 0.553
```
Forces are in eV/Å.

The total charge is +4. The calculation puts the total energy at -2717.92779 Eh.